DFT (ωB97M-V with the def2-TZVPD basis set) results for a 6-piece molecular cluster, C42H98BrCl2N5O5PS overall.

Positions of all 155 atoms, in Å:
O (-1.716, 10.073, -2.633)
S (-0.628, 9.035, -2.545)
O (0.316, 9.290, -3.693)
Cl (0.475, 9.226, -0.806)
C (-1.296, 7.334, -2.792)
C (-2.749, 7.115, -2.173)
C (-2.741, 7.256, -0.566)
C (-2.894, 5.853, 0.150)
C (-1.541, 5.149, 0.563)
Cl (0.044, 6.081, 0.475)
C (-1.603, 4.755, 2.140)
O (-0.467, 3.895, 2.338)
P (-0.578, 2.657, 1.075)
C (0.189, 1.327, 2.244)
C (-0.132, 1.539, 3.773)
C (0.969, 2.286, 4.628)
Br (2.838, 1.767, 4.267)
C (-0.828, 1.487, -0.432)
C (0.564, 0.566, -0.646)
C (1.911, 1.452, -0.990)
O (1.114, 0.561, -2.028)
O (-1.232, 3.890, -0.046)
H (-0.548, 6.551, -2.442)
H (-1.378, 7.184, -3.915)
H (-3.053, 6.059, -2.441)
H (-3.520, 7.805, -2.626)
H (-3.689, 7.841, -0.329)
H (-1.888, 7.888, -0.201)
H (-3.510, 6.002, 1.097)
H (-3.476, 5.095, -0.465)
H (-2.580, 4.190, 2.295)
H (-1.578, 5.627, 2.869)
H (-1.943, 2.340, 1.450)
H (0.707, 3.170, 0.697)
H (1.272, 1.177, 1.984)
H (-0.339, 0.356, 1.946)
H (-0.240, 0.497, 4.232)
H (-1.139, 2.032, 3.969)
H (0.766, 3.399, 4.529)
H (0.774, 2.039, 5.722)
H (-1.662, 0.741, -0.299)
H (-0.889, 2.074, -1.390)
H (0.701, -0.378, 0.030)
H (1.812, 2.505, -1.349)
H (2.798, 0.775, -1.145)
C (-3.014, 4.077, -5.565)
C (-2.418, 2.801, -4.983)
N (-3.251, 1.622, -5.180)
C (-2.819, 0.475, -4.386)
C (-1.451, -0.132, -4.700)
C (-3.631, 1.326, -6.553)
C (-2.510, 1.111, -7.572)
H (-4.016, 4.261, -5.169)
H (-2.386, 4.932, -5.298)
H (-3.070, 4.044, -6.655)
H (-2.295, 2.967, -3.908)
H (-1.409, 2.662, -5.394)
H (-3.577, -0.314, -4.453)
H (-2.819, 0.775, -3.333)
H (-1.468, -0.719, -5.619)
H (-1.161, -0.814, -3.896)
H (-0.668, 0.624, -4.778)
H (-4.266, 2.142, -6.915)
H (-4.290, 0.451, -6.565)
H (-1.714, 1.852, -7.482)
H (-2.916, 1.193, -8.585)
H (-2.071, 0.117, -7.486)
C (1.172, -2.096, 5.899)
C (0.176, -2.688, 6.888)
N (-1.080, -3.101, 6.278)
C (-2.122, -3.400, 7.253)
C (-1.898, -4.590, 8.190)
C (-0.976, -4.035, 5.165)
C (-0.278, -5.372, 5.420)
H (0.735, -1.260, 5.350)
H (2.048, -1.722, 6.435)
H (1.525, -2.839, 5.180)
H (-0.034, -1.913, 7.633)
H (0.660, -3.515, 7.427)
H (-3.074, -3.541, 6.730)
H (-2.271, -2.509, 7.872)
H (-2.041, -5.541, 7.677)
H (-2.629, -4.558, 9.003)
H (-0.907, -4.580, 8.646)
H (-0.455, -3.531, 4.345)
H (-1.976, -4.230, 4.764)
H (0.645, -5.260, 5.993)
H (-0.011, -5.833, 4.465)
H (-0.927, -6.076, 5.941)
C (4.166, -5.066, 6.693)
C (5.605, -4.691, 7.026)
N (6.070, -3.493, 6.342)
C (7.512, -3.297, 6.438)
C (8.102, -3.035, 7.825)
C (5.261, -2.295, 6.526)
C (5.043, -1.796, 7.956)
H (4.026, -5.176, 5.615)
H (3.915, -6.021, 7.162)
H (3.453, -4.325, 7.064)
H (6.234, -5.534, 6.722)
H (5.705, -4.604, 8.117)
H (7.808, -2.481, 5.771)
H (8.001, -4.187, 6.027)
H (7.895, -2.022, 8.168)
H (9.191, -3.139, 7.785)
H (7.737, -3.742, 8.573)
H (4.279, -2.474, 6.077)
H (5.681, -1.479, 5.930)
H (4.805, -2.605, 8.650)
H (4.204, -1.096, 7.974)
H (5.912, -1.258, 8.334)
C (8.798, 0.274, -1.591)
C (7.809, -0.335, -0.605)
N (6.552, -0.746, -1.213)
C (5.515, -1.061, -0.236)
C (5.749, -2.260, 0.685)
C (6.654, -1.666, -2.337)
C (7.358, -3.004, -2.101)
H (8.353, 1.114, -2.128)
H (9.675, 0.645, -1.054)
H (9.152, -0.459, -2.321)
H (7.598, 0.431, 0.150)
H (8.299, -1.165, -0.078)
H (4.561, -1.200, -0.755)
H (5.365, -0.178, 0.395)
H (5.609, -3.206, 0.162)
H (5.023, -2.241, 1.503)
H (6.744, -2.251, 1.136)
H (7.169, -1.152, -3.154)
H (5.653, -1.861, -2.735)
H (8.284, -2.896, -1.531)
H (7.621, -3.453, -3.063)
H (6.714, -3.715, -1.585)
C (-9.415, -3.376, -9.077)
C (-9.437, -2.244, -8.057)
N (-8.308, -2.260, -7.138)
C (-8.476, -1.359, -6.002)
C (-8.538, 0.142, -6.290)
C (-6.984, -2.260, -7.746)
C (-6.631, -1.102, -8.680)
H (-9.351, -4.349, -8.584)
H (-10.333, -3.359, -9.668)
H (-8.579, -3.283, -9.774)
H (-10.360, -2.352, -7.479)
H (-9.514, -1.287, -8.592)
H (-7.677, -1.544, -5.276)
H (-9.398, -1.641, -5.482)
H (-7.556, 0.550, -6.527)
H (-8.893, 0.671, -5.400)
H (-9.226, 0.382, -7.104)
H (-6.864, -3.195, -8.304)
H (-6.226, -2.322, -6.959)
H (-7.438, -0.863, -9.376)
H (-5.757, -1.371, -9.281)
H (-6.370, -0.201, -8.127)

Cartesian forces (eV/Å) of the 6 atoms listed first:
O 2.0 -3.1 1.7
S -0.3 3.9 -5.5
O -1.3 -1.5 3.2
Cl -0.7 -0.3 -0.6
C -1.0 -1.5 0.1
C 0.9 0.0 0.8

Computed properties:
Charge   -1
LUMO level   1.6 eV
Strongest force on any atom   0.1313 Eh/bohr
E_HOMO   -5.02 eV
HOMO-LUMO gap   6.57 eV

DFT (ωB97M-V with the def2-TZVPD basis set) results for a 14-piece molecular cluster, C42H98N14O14 overall.

Positions of all 168 atoms, in Å:
C (5.291, 23.650, 8.810)
O (6.342, 23.654, 9.436)
N (5.149, 23.205, 7.549)
C (3.833, 22.960, 6.978)
C (6.325, 22.785, 6.825)
H (4.348, 23.899, 9.324)
H (3.623, 21.899, 6.899)
H (3.806, 23.475, 6.013)
H (3.059, 23.527, 7.498)
H (6.257, 23.069, 5.777)
H (7.220, 23.258, 7.224)
H (6.528, 21.720, 6.973)
C (5.651, 29.892, 3.425)
O (5.933, 29.724, 4.605)
N (5.635, 31.087, 2.827)
C (5.338, 31.171, 1.421)
C (5.899, 32.361, 3.471)
H (5.463, 29.038, 2.762)
H (4.611, 31.913, 1.089)
H (4.846, 30.250, 1.077)
H (6.237, 31.153, 0.798)
H (4.949, 32.880, 3.609)
H (6.475, 32.199, 4.378)
H (6.510, 33.006, 2.838)
C (6.134, 19.870, 4.814)
O (7.173, 20.343, 4.397)
N (4.903, 20.046, 4.311)
C (3.689, 19.540, 4.959)
C (4.696, 20.998, 3.228)
H (6.110, 19.131, 5.634)
H (3.260, 20.381, 5.498)
H (3.899, 18.615, 5.492)
H (2.993, 19.232, 4.176)
H (5.224, 21.910, 3.555)
H (5.320, 20.792, 2.356)
H (3.668, 21.309, 3.104)
C (3.098, 24.610, -2.472)
O (2.595, 25.545, -3.069)
N (3.190, 24.463, -1.144)
C (3.904, 23.338, -0.563)
C (2.502, 25.371, -0.259)
H (3.546, 23.755, -3.007)
H (4.463, 23.661, 0.319)
H (4.628, 22.910, -1.248)
H (3.190, 22.613, -0.163)
H (1.904, 24.792, 0.453)
H (3.221, 25.906, 0.373)
H (1.898, 26.144, -0.721)
C (5.844, 26.277, 2.166)
O (6.959, 26.543, 1.738)
N (5.567, 25.433, 3.170)
C (4.224, 24.943, 3.387)
C (6.658, 24.794, 3.881)
H (4.920, 26.630, 1.686)
H (3.898, 25.155, 4.402)
H (4.073, 23.883, 3.162)
H (3.547, 25.364, 2.640)
H (6.774, 23.717, 3.768)
H (7.587, 25.350, 3.812)
H (6.422, 24.953, 4.942)
C (8.373, 26.514, 6.417)
O (8.857, 25.398, 6.290)
N (8.057, 27.065, 7.597)
C (7.498, 28.409, 7.625)
C (8.522, 26.532, 8.844)
H (8.102, 27.130, 5.549)
H (7.315, 28.797, 6.624)
H (8.150, 29.097, 8.166)
H (6.533, 28.374, 8.138)
H (9.360, 27.127, 9.232)
H (7.792, 26.701, 9.643)
H (8.767, 25.476, 8.849)
C (7.673, 23.438, 0.352)
O (7.095, 22.771, -0.490)
N (8.976, 23.333, 0.661)
C (9.522, 24.105, 1.764)
C (9.885, 22.436, -0.014)
H (7.169, 24.211, 0.949)
H (10.546, 24.387, 1.541)
H (9.581, 23.550, 2.709)
H (8.920, 24.952, 2.089)
H (10.720, 22.987, -0.460)
H (10.399, 21.768, 0.682)
H (9.363, 21.889, -0.791)
C (8.417, 29.410, 0.999)
O (8.693, 30.313, 1.769)
N (9.046, 29.193, -0.183)
C (8.646, 28.116, -1.073)
C (10.150, 30.044, -0.621)
H (7.577, 28.722, 1.201)
H (8.563, 28.471, -2.103)
H (7.690, 27.677, -0.800)
H (9.462, 27.388, -1.029)
H (9.783, 30.442, -1.571)
H (10.409, 30.779, 0.130)
H (11.020, 29.421, -0.849)
C (12.361, 26.158, 3.635)
O (13.376, 25.590, 3.282)
N (11.525, 26.769, 2.756)
C (10.296, 27.398, 3.191)
C (11.682, 26.660, 1.322)
H (11.987, 26.321, 4.657)
H (10.171, 27.403, 4.273)
H (9.466, 26.811, 2.780)
H (10.104, 28.417, 2.846)
H (12.010, 27.646, 0.971)
H (12.411, 25.927, 0.990)
H (10.791, 26.486, 0.715)
C (10.461, 20.625, 4.722)
O (11.326, 19.811, 4.465)
N (10.649, 21.813, 5.359)
C (9.592, 22.767, 5.576)
C (11.991, 22.217, 5.724)
H (9.395, 20.425, 4.526)
H (8.651, 22.465, 5.118)
H (9.875, 23.636, 4.966)
H (9.560, 23.017, 6.638)
H (12.211, 23.258, 5.469)
H (12.080, 22.174, 6.813)
H (12.748, 21.621, 5.223)
C (2.528, 28.057, 2.072)
O (3.405, 27.540, 2.753)
N (2.167, 29.352, 2.158)
C (0.973, 29.795, 1.458)
C (2.880, 30.294, 2.979)
H (1.888, 27.556, 1.335)
H (1.163, 30.733, 0.931)
H (0.232, 30.062, 2.219)
H (0.511, 29.004, 0.881)
H (2.210, 30.832, 3.661)
H (3.605, 29.792, 3.612)
H (3.277, 31.148, 2.423)
C (1.034, 22.075, 4.103)
O (2.043, 22.748, 4.150)
N (0.439, 21.610, 2.976)
C (-0.807, 20.860, 3.002)
C (1.072, 21.751, 1.679)
H (0.506, 21.688, 4.994)
H (-1.590, 21.394, 2.464)
H (-1.086, 20.611, 4.022)
H (-0.657, 19.921, 2.463)
H (1.568, 20.811, 1.412)
H (0.293, 21.853, 0.919)
H (1.776, 22.571, 1.586)
C (2.086, 26.722, 6.057)
O (1.170, 26.190, 6.668)
N (3.307, 26.934, 6.600)
C (4.427, 27.316, 5.765)
C (3.569, 26.634, 7.998)
H (2.070, 27.072, 5.013)
H (5.155, 26.506, 5.642)
H (4.963, 28.120, 6.267)
H (4.099, 27.593, 4.765)
H (3.894, 27.568, 8.470)
H (2.654, 26.220, 8.405)
H (4.455, 26.003, 8.117)
C (-1.533, 26.729, 2.328)
O (-1.015, 27.794, 2.598)
N (-0.987, 25.524, 2.517)
C (-1.624, 24.278, 2.132)
C (0.367, 25.329, 3.013)
H (-2.561, 26.627, 1.941)
H (-1.924, 23.777, 3.058)
H (-0.989, 23.667, 1.496)
H (-2.586, 24.404, 1.630)
H (0.845, 24.423, 2.659)
H (0.956, 26.206, 2.735)
H (0.384, 25.336, 4.107)

Cartesian forces (eV/Å) of the 6 atoms listed first:
C 0.4 -0.9 1.0
O -0.2 0.5 -0.4
N -0.3 0.3 0.2
C 0.5 1.5 -0.5
C 0.5 -0.2 0.2
H -0.1 0.2 -0.3

Computed properties:
ΔE to the lowest compared entry with this formula, charge and spin   8.465 eV
LUMO level   0.0 eV
Strongest force on any atom   0.0496 Eh/bohr
E_HOMO   -8.30 eV
HOMO-LUMO gap   8.27 eV

- Among the records above, which one has the highest strongest force on any atom?
  C42H98BrCl2N5O5PS

- The lowest E_HOMO belongs to which entry?
  C42H98N14O14

- The lowest HOMO-LUMO gap belongs to which entry?
  C42H98BrCl2N5O5PS

- strongest force on any atom of number 1 (C42H98BrCl2N5O5PS)?
  0.1313 Eh/bohr